64
Properties=species:S:1:pos:R:3:forces:R:3:nbo_charge:R:1 method="wB97M-V/def2-TZVPD" total_charge=+1
In 1.046 -0.596 -0.445 0.00 0.13 0.01 0.8489
C -2.509 0.666 0.164 0.10 0.08 0.03 -0.4075
C -2.510 -0.224 -1.091 0.00 -0.09 -0.03 -0.7232
P -1.230 -1.523 -1.127 0.00 -0.10 -0.03 0.9715
C -1.712 -2.766 0.091 -0.07 0.00 -0.03 -0.3115
C -0.794 -3.774 0.385 0.01 -0.08 -0.09 -0.2041
C -1.127 -4.783 1.272 0.01 0.01 0.02 -0.1912
C -2.379 -4.793 1.872 -0.02 0.01 0.00 -0.1704
C -3.299 -3.796 1.579 0.01 -0.01 0.01 -0.1864
C -2.970 -2.784 0.690 0.02 0.06 0.08 -0.2282
C -1.274 -2.297 -2.750 0.00 0.05 0.00 -0.3086
C -2.463 -2.857 -3.220 -0.01 -0.04 0.02 -0.2139
C -2.492 -3.458 -4.466 0.00 0.00 -0.01 -0.1816
C -1.338 -3.510 -5.240 0.00 0.00 -0.01 -0.1677
C -0.154 -2.963 -4.772 -0.02 0.00 -0.01 -0.1957
C -0.120 -2.354 -3.526 0.02 0.02 -0.02 -0.2037
C -1.639 1.926 0.025 0.04 -0.13 -0.06 -0.7094
P 0.156 1.747 0.376 -0.02 -0.01 0.08 0.9625
C 0.866 3.250 -0.339 -0.01 0.00 0.05 -0.2928
C 0.432 4.489 0.139 0.01 0.00 0.03 -0.2212
C 0.941 5.656 -0.401 0.01 0.00 -0.02 -0.1850
C 1.889 5.596 -1.417 -0.01 0.00 0.01 -0.1727
C 2.324 4.369 -1.890 0.00 0.01 -0.01 -0.1968
C 1.814 3.194 -1.354 0.03 -0.06 -0.03 -0.2156
C 0.390 1.844 2.166 -0.12 0.01 -0.01 -0.4072
C -0.463 2.561 3.007 -0.06 -0.06 0.02 -0.2020
C -0.180 2.660 4.359 0.03 -0.02 0.03 -0.1873
C 0.956 2.053 4.881 -0.01 0.01 -0.01 -0.1701
C 1.809 1.342 4.051 -0.01 0.01 0.03 -0.2103
C 1.521 1.233 2.700 0.12 0.07 -0.02 -0.1137
H -2.223 0.091 1.052 0.01 0.01 0.00 0.2240
H -3.535 0.988 0.344 0.00 0.01 -0.01 0.2419
H -2.387 0.369 -2.000 0.04 0.02 0.01 0.2568
H -3.465 -0.742 -1.201 -0.03 0.04 -0.01 0.2536
H 0.178 -3.793 -0.096 0.01 0.04 0.02 0.2317
H -0.406 -5.558 1.497 -0.01 0.00 -0.01 0.2353
H -2.638 -5.578 2.569 0.00 0.01 -0.01 0.2326
H -4.276 -3.806 2.043 0.01 0.00 0.00 0.2295
H -3.701 -2.011 0.489 0.00 0.00 -0.03 0.2125
H -3.359 -2.843 -2.610 0.01 0.01 0.00 0.2194
H -3.412 -3.894 -4.832 0.01 0.00 0.00 0.2314
H -1.365 -3.985 -6.212 0.00 0.00 0.01 0.2329
H 0.745 -3.012 -5.372 -0.01 0.00 0.01 0.2347
H 0.814 -1.935 -3.167 0.00 0.00 0.02 0.2221
H -2.014 2.725 0.665 -0.02 0.00 0.02 0.2508
H -1.697 2.311 -0.996 0.00 0.03 0.00 0.2493
H -0.288 4.550 0.946 0.00 -0.01 0.01 0.2154
H 0.606 6.614 -0.025 0.00 -0.01 0.00 0.2285
H 2.290 6.511 -1.833 0.00 -0.01 0.00 0.2303
H 3.069 4.320 -2.673 -0.01 0.00 0.00 0.2308
H 2.177 2.241 -1.718 -0.01 0.00 0.01 0.2352
H -1.353 3.045 2.625 0.00 -0.01 -0.02 0.2092
H -0.845 3.215 5.008 0.00 0.00 -0.01 0.2279
H 1.177 2.137 5.937 -0.01 0.00 -0.01 0.2312
H 2.698 0.870 4.448 -0.02 0.01 -0.01 0.2368
H 2.207 0.689 2.063 0.00 -0.02 -0.03 0.2090
S 6.987 0.724 2.624 -0.01 -0.03 -0.02 0.0226
C 5.744 0.118 1.768 0.02 0.03 0.01 -0.5809
S 4.595 -1.021 2.411 0.00 0.00 -0.01 0.4715
C 3.586 -1.157 0.991 -0.01 0.11 -0.23 -0.4285
C 3.974 -0.438 -0.085 -0.08 -0.05 0.13 -0.4225
S 3.133 -0.311 -1.641 -0.03 -0.03 -0.04 -0.1815
S 5.400 0.552 0.118 0.04 -0.06 0.01 0.4836
S 2.093 -2.092 1.143 0.01 0.06 0.15 -0.1821

64
Properties=species:S:1:pos:R:3:forces:R:3:nbo_charge:R:1 method="wB97M-V/def2-TZVPD" total_charge=-1
C -3.100 -1.163 4.760 0.33 0.64 -0.12 -0.2259
O -2.233 -0.504 3.818 -0.34 0.57 0.57 -0.5607
C -1.752 -1.157 2.732 0.35 -2.21 -1.04 0.2456
C -1.145 -0.438 1.718 0.09 -0.01 -0.33 -0.3078
C -0.525 -1.068 0.616 -1.46 0.21 2.27 -0.2086
C 0.168 -0.339 -0.403 3.87 -2.13 0.31 0.0174
C 0.048 -0.724 -1.758 -0.40 0.53 -1.97 -0.0804
C 1.022 -0.413 -2.756 -0.08 0.17 0.82 -0.1730
C 0.901 -0.834 -4.051 -0.59 -0.94 -1.24 -0.2716
C -0.162 -1.700 -4.432 -0.26 0.20 1.19 0.3271
O -0.141 -2.221 -5.684 -0.17 -0.35 -0.33 -0.5026
C -0.943 -3.384 -5.992 0.33 0.68 0.23 -0.2523
C -1.168 -2.008 -3.480 0.68 -0.16 -0.72 -0.3287
C -1.058 -1.527 -2.193 0.30 0.70 0.43 -0.1503
C -0.539 -2.499 0.573 0.06 0.58 -0.58 -0.2660
C -1.200 -3.269 1.512 -0.83 2.19 0.98 0.2052
O -1.217 -4.614 1.356 0.22 -0.81 -0.01 -0.5332
C -2.291 -5.416 1.884 0.58 0.34 0.02 -0.2483
C -1.836 -2.613 2.666 0.74 0.49 -1.13 0.2829
O -2.418 -3.276 3.558 -0.29 -0.84 0.82 -0.8019
H -3.409 -0.329 5.392 -0.18 0.00 0.16 0.1460
H -3.969 -1.610 4.270 0.22 -0.01 0.19 0.1883
H -2.541 -1.898 5.342 -0.37 0.06 -0.11 0.2004
H -1.175 0.650 1.777 -0.02 -0.17 -0.08 0.1897
H 1.173 0.282 -0.046 -1.20 -3.37 -0.93 0.2859
H 1.919 0.144 -2.477 -0.40 -0.15 -0.11 0.2215
H 1.632 -0.564 -4.821 -0.18 -0.18 0.40 0.2218
H -0.654 -3.629 -7.014 -0.14 -0.07 0.12 0.1964
H -0.710 -4.224 -5.323 -0.02 0.27 -0.06 0.1871
H -2.017 -3.159 -5.948 0.23 -0.03 -0.02 0.1767
H -2.018 -2.645 -3.746 0.40 0.21 0.11 0.2152
H -1.805 -1.829 -1.462 0.10 0.27 -0.13 0.2421
H -0.027 -2.999 -0.251 -0.14 0.02 0.20 0.2023
H -1.974 -6.435 1.659 -0.17 -0.05 -0.06 0.1613
H -2.392 -5.255 2.960 -0.14 -0.08 -0.34 0.2326
H -3.229 -5.182 1.369 0.01 -0.01 0.08 0.1565
C -0.965 3.614 4.677 0.06 -0.18 -0.27 -0.1964
C -0.284 4.502 3.835 0.07 -0.16 0.00 -0.2530
C 0.588 4.015 2.860 -0.25 -0.10 -0.03 -0.1260
C 0.751 2.633 2.726 0.11 -0.08 0.25 -0.3532
S 1.920 2.015 1.504 -0.72 -0.82 0.30 2.1496
C 1.064 1.609 -0.066 -0.45 5.07 0.37 -0.6673
C 1.875 2.206 -1.184 -0.83 -0.61 0.45 -0.0390
C 1.218 2.768 -2.294 0.23 0.08 -0.14 -0.2132
C 1.934 3.139 -3.431 -0.42 0.09 0.14 -0.1484
C 3.323 2.979 -3.473 -0.13 -0.28 0.09 -0.2276
C 4.063 3.303 -4.657 0.95 0.59 -1.55 0.2971
N 4.672 3.579 -5.614 -1.00 -0.48 1.56 -0.3503
C 3.992 2.458 -2.358 -0.15 -0.04 0.49 -0.1762
C 3.283 2.091 -1.217 0.41 0.10 -0.55 -0.1530
O 2.791 3.147 1.272 0.16 -0.30 0.13 -0.9490
O 2.430 0.737 1.966 0.19 0.73 0.06 -0.9406
C 0.154 1.750 3.629 0.09 -0.06 -0.25 -0.1737
C -0.749 2.236 4.571 0.12 0.33 0.12 -0.1965
H -1.670 3.990 5.421 0.22 -0.05 -0.20 0.2100
H -0.422 5.579 3.935 0.02 -0.29 0.02 0.2100
H 1.161 4.688 2.223 -0.23 -0.18 0.09 0.2313
H 0.023 1.984 0.007 0.68 0.08 -0.17 0.2701
H 0.136 2.936 -2.240 0.43 -0.21 -0.14 0.2225
H 1.408 3.557 -4.294 0.22 -0.14 0.30 0.2224
H 5.078 2.347 -2.372 -0.37 0.07 -0.05 0.2236
H 3.874 1.764 -0.357 -0.49 -0.14 -0.35 0.2333
H 0.407 0.692 3.589 -0.23 0.21 -0.10 0.2675
H -1.271 1.533 5.218 0.18 0.19 -0.17 0.2352

84
Properties=species:S:1:pos:R:3:forces:R:3:mulliken_charge:R:1 method="wB97M-V/def2-TZVPD" total_charge=-2
Ba -2.031 0.294 0.343 -1.30 1.42 -4.58 1.0426
C -3.251 2.370 3.823 0.19 0.08 -0.18 -1.6689
C -2.701 1.195 3.074 0.17 1.32 0.64 0.5994
N -1.558 1.169 2.510 1.19 0.18 2.12 -0.4755
O -0.748 2.267 2.556 -0.66 0.10 -0.13 -0.4185
B 0.672 1.913 2.335 0.33 0.08 0.33 0.6356
F 1.065 1.006 3.323 0.04 -0.50 0.20 -0.3220
F 1.416 3.073 2.458 -0.06 0.34 -0.17 -0.3160
O 1.023 1.364 0.981 -0.05 -0.30 0.02 -0.0929
N 0.423 0.146 0.713 1.53 -0.17 0.21 0.1793
C 1.020 -0.919 1.092 0.71 0.90 0.15 1.0445
C 2.383 -0.949 1.714 -0.14 0.45 -0.04 -2.0165
C 0.264 -2.169 0.995 -0.57 -1.24 -0.14 -0.3876
N -0.995 -2.065 0.789 0.32 -0.54 0.35 1.2767
O -1.720 -3.222 0.836 0.50 0.20 -0.23 -0.5303
B -2.777 -3.257 1.892 0.23 -0.31 0.56 0.8120
F -2.127 -3.440 3.123 0.31 0.20 0.33 -0.4035
F -3.538 -4.378 1.623 -0.34 -0.15 -0.30 -0.3657
O -3.698 -2.110 2.003 -0.30 0.60 -0.14 -0.7205
N -3.046 -0.910 2.148 -0.20 -1.23 1.62 -0.1000
C -3.498 -0.033 2.958 -1.11 -0.79 0.34 0.8361
C -4.770 -0.180 3.731 0.01 -0.29 -0.07 -1.4166
C 0.899 -3.497 1.284 -0.24 -0.02 -0.07 -1.7782
H -2.497 3.155 3.853 -0.09 -0.04 -0.02 0.3244
H -3.537 2.094 4.836 0.01 -0.06 0.06 0.3824
H -4.131 2.739 3.296 -0.06 0.02 -0.06 0.2964
H 2.749 0.072 1.779 0.06 -0.06 0.05 0.2991
H 3.068 -1.541 1.111 0.05 -0.17 -0.03 0.4330
H 2.318 -1.366 2.716 0.09 -0.07 0.07 0.3201
H -5.030 -1.237 3.760 -0.03 0.02 0.03 0.3904
H -5.560 0.353 3.193 0.05 0.05 -0.03 0.0387
H -4.697 0.213 4.743 0.11 0.02 -0.02 0.4195
H 1.974 -3.439 1.390 0.15 0.04 0.05 0.5121
H 0.651 -4.189 0.479 -0.04 -0.08 0.02 0.2582
H 0.452 -3.890 2.198 0.03 -0.11 0.00 0.3814
S -6.544 1.376 0.951 0.45 -0.34 -0.31 -0.6741
Sb -5.131 2.146 -0.731 -1.09 1.44 0.31 0.8097
S -4.126 0.278 -1.843 -0.46 -0.31 -0.60 -0.3618
S -3.346 3.267 0.280 0.17 -0.35 -0.18 -0.4895
S -6.310 3.466 -2.226 0.43 -0.40 0.05 -0.7506
I -0.606 -3.531 -3.356 0.03 -0.13 -0.01 0.0073
C -2.471 -3.867 -2.408 0.12 -0.01 -0.11 0.0675
C -3.079 -5.098 -2.561 0.03 -0.14 -0.02 -0.5623
C -4.274 -5.281 -1.883 -0.08 0.11 0.03 -0.3101
C -4.790 -4.240 -1.130 0.09 -0.09 -0.06 -0.9565
C -4.086 -3.047 -1.076 -0.47 -0.20 0.13 -0.2872
N -2.939 -2.873 -1.710 0.46 0.31 -0.31 0.0757
H -2.639 -5.874 -3.170 0.03 0.00 0.02 0.4131
H -4.785 -6.232 -1.940 -0.05 -0.03 -0.01 0.3514
H -5.705 -4.354 -0.571 -0.05 0.04 0.06 0.4433
H -4.444 -2.212 -0.495 -0.14 0.13 0.07 0.6963
C 6.638 0.797 -1.505 0.04 0.16 0.24 -0.6781
C 7.356 -0.487 -1.781 0.03 0.20 0.03 0.6128
O 8.531 -0.678 -1.598 -0.24 0.00 -0.05 -0.5708
S 6.392 -1.837 -2.435 -0.21 -0.43 -0.12 -0.1641
C 4.721 -1.234 -2.638 0.07 -0.09 -0.05 -0.5396
C 3.698 -1.741 -1.834 0.68 -0.12 -0.10 -0.3801
C 2.398 -1.355 -2.037 -0.57 0.43 -0.54 -0.4262
C 2.078 -0.453 -3.082 2.12 -0.61 0.39 0.8468
C 3.129 0.052 -3.886 -0.64 0.01 0.27 -0.8456
C 4.423 -0.339 -3.665 0.36 -0.16 0.26 -0.0888
C 0.777 -0.092 -3.321 -3.71 1.05 -0.48 -0.8011
C -0.420 0.228 -3.491 3.27 -1.00 0.74 0.1403
H 7.090 1.262 -0.631 0.02 0.02 0.02 0.3753
H 5.575 0.642 -1.343 0.03 0.15 0.07 0.1635
H 6.764 1.480 -2.346 -0.01 -0.04 -0.07 0.2230
H 3.941 -2.452 -1.059 0.01 -0.02 0.11 0.5596
H 1.602 -1.740 -1.417 -0.08 -0.01 0.01 0.6652
H 2.914 0.762 -4.668 -0.16 0.04 -0.10 0.5044
H 5.224 0.046 -4.279 0.05 0.02 -0.10 0.4567
Br 3.686 3.274 -2.311 0.33 -0.12 -0.17 -0.1553
C 2.918 4.374 -0.984 -0.13 -0.02 -0.01 0.5426
C 3.741 5.263 -0.319 0.07 0.00 -0.05 -0.5523
C 3.207 6.078 0.660 0.01 0.00 0.04 -0.4750
C 1.866 5.979 0.987 0.05 0.06 -0.02 -0.6164
C 1.046 5.096 0.313 -0.12 -0.10 -0.02 -0.3116
C 1.565 4.297 -0.693 -0.25 -0.30 -0.41 -0.3435
I 0.274 3.074 -1.817 0.18 0.42 0.36 0.1931
H 4.786 5.318 -0.585 0.10 0.00 0.01 0.3836
H 3.845 6.784 1.169 0.08 0.07 0.10 0.3475
H 1.455 6.594 1.770 -0.09 0.07 0.13 0.3944
H 0.005 5.008 0.570 -0.21 -0.02 0.04 0.4989
O -2.776 0.865 -3.802 1.12 -0.31 0.27 -0.3543
C -1.645 0.583 -3.730 -2.53 0.70 -0.83 0.4535

70
Properties=species:S:1:pos:R:3:forces:R:3:nbo_charge:R:1 method="wB97M-V/def2-TZVPD" s_squared=6.1017 total_charge=-1 multiplicity=5
Pt -0.325 -0.215 -0.009 -0.01 -0.04 -0.03 1.0382
Cl -4.277 5.125 -1.629 0.00 0.00 0.00 -0.0149
C -2.913 4.050 -1.535 0.00 0.00 0.01 -0.0638
C -3.000 2.939 -0.712 0.00 0.00 0.01 -0.2461
C -1.931 2.058 -0.617 0.00 -0.01 -0.01 0.1262
N -1.920 0.903 0.175 0.03 0.01 0.00 -0.6294
C -3.053 0.290 0.626 -0.07 -0.04 0.01 0.6904
O -4.169 0.770 0.669 0.02 0.00 0.01 -0.6248
C -2.844 -1.157 1.169 0.03 0.14 0.07 0.0681
C -3.489 -1.264 2.516 -0.03 0.02 -0.02 -0.0121
C -2.934 -2.009 3.508 0.00 -0.02 0.01 -0.2808
C -1.644 -2.528 3.327 0.00 0.01 -0.01 -0.2014
C -0.888 -2.130 2.205 0.00 0.00 0.01 0.0614
N -1.369 -1.409 1.236 -0.04 0.00 -0.01 -0.4198
C -0.747 2.292 -1.348 0.00 -0.01 0.01 0.2154
C -0.686 3.409 -2.178 0.01 -0.01 0.00 -0.2714
C -1.761 4.280 -2.263 0.01 0.00 0.00 -0.0755
Cl -1.621 5.659 -3.316 0.00 0.00 0.00 -0.0169
N 0.316 1.392 -1.099 -0.03 0.02 0.02 -0.6659
C 1.517 1.568 -1.695 -0.01 -0.01 -0.02 0.6402
O 1.734 2.193 -2.730 -0.01 0.01 0.00 -0.6377
C 2.757 1.049 -0.998 0.00 0.00 0.01 0.1320
C 3.798 0.568 -1.789 -0.01 0.00 -0.01 -0.2205
C 5.009 0.285 -1.191 0.00 0.00 0.00 -0.1739
C 5.152 0.528 0.168 0.00 -0.01 0.00 -0.2741
C 4.059 1.014 0.865 0.00 0.00 0.00 0.0268
N 2.873 1.257 0.309 0.00 0.00 0.00 -0.4067
H -3.901 2.749 -0.154 0.00 0.00 0.00 0.2672
H -4.470 -0.816 2.582 0.00 0.00 0.00 0.2344
H -3.473 -2.196 4.428 0.00 0.00 0.00 0.2117
H -1.171 -3.145 4.078 0.00 0.00 0.00 0.2063
H 0.167 -2.363 2.164 -0.01 0.01 0.01 0.2054
H 0.192 3.599 -2.768 0.01 0.00 -0.01 0.2653
H 3.639 0.447 -2.851 0.00 0.00 0.00 0.2375
H 5.834 -0.107 -1.775 0.00 0.00 0.00 0.2113
H 6.088 0.346 0.680 0.00 0.00 0.00 0.2104
H 4.135 1.222 1.928 0.00 0.00 0.00 0.1874
O -2.819 -1.076 -1.825 0.01 -0.01 -0.01 -0.9969
S -3.593 -2.188 -1.167 -0.05 0.07 0.04 1.0490
N -3.509 -2.185 0.440 0.06 -0.14 -0.09 -0.8936
C 0.148 -0.847 -3.580 0.00 -0.01 0.01 -0.6001
C 0.675 -2.252 -3.279 0.01 0.01 -0.01 -0.2509
C -0.417 -3.138 -2.674 0.00 0.00 0.00 -0.6029
C 1.950 -2.340 -2.462 -0.02 -0.01 0.00 0.0723
C 3.109 -2.749 -3.095 0.00 0.00 0.00 -0.2369
C 4.265 -3.072 -2.394 0.00 0.00 0.00 -0.1810
C 4.240 -3.094 -1.002 0.00 0.01 0.00 -0.2374
C 3.133 -2.681 -0.295 0.00 -0.01 0.01 0.0491
C 3.051 -2.997 1.185 0.01 0.01 0.00 -0.2451
C 2.823 -1.814 2.128 0.00 0.00 0.00 -0.6121
C 2.018 -4.118 1.375 -0.01 0.00 -0.01 -0.6007
C 2.008 -2.134 -1.029 -0.02 -0.05 -0.04 0.0450
N 1.083 -1.457 -0.397 0.06 0.07 0.02 -0.3491
H -0.541 -0.902 -4.424 0.00 0.00 0.00 0.2115
H 0.950 -0.152 -3.837 -0.01 0.00 -0.01 0.2080
H -0.421 -0.447 -2.744 0.00 0.01 0.00 0.2361
H 0.953 -2.695 -4.241 0.01 0.00 0.00 0.1917
H -0.753 -2.752 -1.712 0.00 0.00 0.00 0.2277
H -0.065 -4.165 -2.545 0.00 0.00 0.00 0.1921
H -1.293 -3.144 -3.323 0.00 0.00 0.00 0.2240
H 3.093 -2.853 -4.174 0.00 0.00 0.00 0.2117
H 5.155 -3.382 -2.927 0.00 0.00 0.00 0.2066
H 5.097 -3.472 -0.455 0.00 0.00 0.00 0.2067
H 4.024 -3.423 1.448 0.00 0.00 0.00 0.1966
H 1.996 -1.177 1.819 0.00 0.00 0.01 0.2360
H 3.713 -1.189 2.169 0.00 0.00 0.00 0.2131
H 2.625 -2.183 3.138 0.00 0.00 0.00 0.1995
H 1.040 -3.833 0.986 0.01 0.00 0.00 0.2170
H 1.911 -4.370 2.433 0.00 0.00 0.00 0.2022
H 2.329 -5.016 0.838 0.00 0.00 0.00 0.2112

Quick rundown of molar mass, same order as above: 723.6, 528.6, 1404.3, 817.6 g mol⁻¹
Quick rundown of E_tot, same order as above: -4022.430293, -2062.968123, -7760.113784, -3151.543052 a.u.